ORCA calculation (ωB97M-V/def2-TZVPD) on a 5-piece molecular cluster, C52H113N2 overall.

Geometry as XYZ:
```
167
Properties=species:S:1:pos:R:3:forces:R:3:mulliken_charge:R:1
C 5.989640 -2.653721 1.114150 -0.5 -0.3 -0.3 -1.255
C 5.600404 -1.926442 -0.180361 1.2 0.8 0.9 -0.393
C 6.477644 -0.648313 -0.321132 -1.2 -0.5 -0.6 -0.476
C 5.762313 0.412036 -1.190804 0.8 0.0 0.5 -1.016
C 5.300886 1.664787 -0.426613 -0.6 0.2 -0.9 -1.074
C 3.778848 1.729732 -0.223680 0.0 -0.7 0.9 -0.840
C 3.379298 1.307855 1.213832 0.2 0.7 -0.4 -0.465
C 3.262999 2.531008 2.151920 0.0 -0.6 0.2 -1.191
C 1.836103 2.765277 2.646007 0.5 0.2 -0.7 -0.970
C 0.833294 2.875086 1.484565 0.3 -0.1 0.8 0.167
C -0.360632 3.711732 1.918532 -0.3 -0.6 -0.3 -1.414
C -1.522589 3.689628 0.911032 0.1 -0.1 -0.5 -0.785
C -2.778844 3.003390 1.453073 1.2 0.3 0.2 -0.151
C -2.436390 1.552769 1.831105 -0.3 -0.4 -0.3 -0.668
C -3.099540 0.741602 0.773236 0.2 1.0 0.3 0.264
N -2.899251 -0.597835 0.513920 -0.6 0.2 -0.7 -0.549
N -3.927684 1.486322 0.120279 -0.5 -1.4 -0.4 0.583
C -3.996221 2.878722 0.506285 -0.2 1.6 0.7 -0.122
C -4.108566 3.862544 -0.662025 0.7 0.0 -0.9 -0.979
C -4.688285 3.257852 -1.939833 -0.4 -0.7 0.6 -1.377
C -6.120106 2.694229 -1.774921 -0.2 0.3 -1.1 -0.981
C -6.343649 1.303264 -2.401512 0.3 -0.2 1.2 -0.526
C -7.232313 0.384354 -1.523610 0.6 0.5 -1.0 -0.282
C -6.808986 -1.060948 -1.697556 -0.5 -0.5 0.3 -0.037
C -7.624917 -2.076564 -0.881552 -0.1 0.5 -0.2 -1.504
C -7.945825 -1.653120 0.554548 0.3 -0.5 -0.2 -0.907
C -6.746067 -1.164508 1.355244 -0.6 0.2 0.8 0.899
C -7.086464 -0.263302 2.578315 0.1 -0.1 -1.1 -0.669
C -8.420055 -0.542315 3.238686 0.5 -0.1 1.0 0.271
C -8.384835 -1.842209 4.059048 -0.5 0.5 -0.2 -1.464
H 5.765127 -3.711378 1.021420 0.2 -0.3 0.1 0.409
H 7.039159 -2.514153 1.347561 0.2 -0.2 -0.1 0.104
H 5.420387 -2.312015 1.974425 -0.1 0.3 0.1 0.381
H 4.573392 -1.580653 -0.114780 -0.3 -0.3 -0.2 0.378
H 5.771439 -2.570351 -1.036068 -0.3 -0.1 -0.2 0.299
H 6.655763 -0.295405 0.690420 0.2 0.3 0.0 0.555
H 7.414780 -0.903419 -0.800815 0.4 -0.2 0.2 0.049
H 6.442492 0.720788 -1.979358 0.1 0.1 -0.2 0.427
H 4.925063 -0.068305 -1.688673 -0.2 0.0 -0.1 0.537
H 5.815068 1.759409 0.523892 0.1 0.0 0.2 0.528
H 5.583993 2.531831 -1.017423 0.2 0.2 0.0 0.465
H 3.283998 1.034251 -0.895241 0.0 0.1 -0.4 0.400
H 3.409551 2.727991 -0.430941 -0.2 0.2 -0.1 0.450
H 2.444787 0.754333 1.186627 -0.2 -0.1 0.1 0.481
H 4.139674 0.621272 1.574790 0.0 -0.2 0.1 0.276
H 3.614642 3.422566 1.641340 0.1 0.2 -0.2 0.486
H 3.927872 2.387366 2.998832 0.0 0.1 0.3 0.431
H 1.816201 3.712533 3.181792 0.0 0.0 0.4 0.412
H 1.575104 1.942151 3.306533 -0.3 0.1 0.3 0.294
H 1.332195 3.310591 0.622521 -0.1 0.1 -0.2 0.189
H 0.527839 1.864449 1.218851 -0.1 -0.1 -0.3 0.243
H -0.711309 3.301236 2.867738 0.0 0.2 0.2 0.337
H -0.016503 4.723205 2.101345 -0.1 0.2 0.1 0.613
H -1.197023 3.147815 0.017862 0.1 0.0 -0.2 0.517
H -1.738036 4.698482 0.575552 -0.2 0.2 0.0 0.571
H -3.030474 3.561421 2.346538 -0.4 0.0 0.2 0.574
H -2.898597 1.262507 2.776327 0.1 -0.2 0.1 0.323
H -1.384294 1.296464 1.871041 0.2 0.1 0.2 0.206
H -2.182559 -0.680847 -0.211884 0.4 -0.3 0.6 0.345
H -3.747741 -0.964066 0.078738 0.0 -0.3 0.1 0.267
H -4.461122 1.033278 -0.621869 -0.3 0.6 -0.1 -0.231
H -4.840380 3.122805 1.147149 -0.5 -0.9 0.0 0.204
H -4.682388 4.739949 -0.391665 -0.2 0.0 0.4 0.352
H -3.121521 4.238693 -0.915146 0.2 0.0 0.0 0.549
H -4.030246 2.442733 -2.239445 0.2 -0.1 -0.2 0.478
H -4.669630 3.968941 -2.752376 0.1 0.3 -0.1 0.632
H -6.482566 2.710278 -0.749564 0.2 0.0 0.2 0.385
H -6.771898 3.365593 -2.325720 -0.3 0.3 0.2 0.669
H -6.721928 1.374328 -3.414301 0.0 0.0 -0.2 0.789
H -5.373452 0.801651 -2.476520 0.2 -0.1 -0.2 -0.337
H -7.140631 0.722006 -0.494778 -0.2 -0.1 0.2 -0.047
H -8.257478 0.523582 -1.848258 -0.4 -0.1 0.2 0.471
H -5.747521 -1.201409 -1.471432 0.2 0.2 0.1 -0.029
H -6.911823 -1.334074 -2.744603 0.1 0.0 -0.3 0.470
H -7.121376 -3.037724 -0.929835 0.1 -0.2 0.2 0.401
H -8.575102 -2.218705 -1.391798 -0.2 -0.1 -0.1 0.462
H -8.322527 -2.536694 1.062897 -0.3 -0.1 0.1 0.516
H -8.772889 -0.950387 0.538723 0.1 0.4 0.0 0.335
H -6.101867 -0.571858 0.719205 0.5 0.0 -0.2 -1.079
H -6.211767 -2.030483 1.731812 0.3 -0.2 -0.2 0.721
H -6.269999 -0.371708 3.291148 0.0 0.1 0.3 0.395
H -7.045201 0.766924 2.218794 -0.2 0.2 0.1 0.126
H -9.260665 -0.508511 2.558883 0.0 -0.1 -0.3 0.448
H -8.585650 0.262705 3.951111 -0.2 0.2 0.0 -0.421
H -9.395353 -2.226684 4.163112 0.0 -0.3 0.0 0.327
H -7.746363 -2.600632 3.618318 0.0 -0.2 -0.1 0.371
H -8.043588 -1.607054 5.060178 0.3 -0.2 0.2 0.418
C -8.420653 1.504741 7.186808 -0.1 0.0 0.1 -1.028
C -9.862678 1.838509 6.817285 0.1 0.0 -0.1 -0.486
C -9.976145 2.815814 5.648435 -0.1 0.0 0.0 -0.267
C -9.367838 4.197741 5.893613 0.1 0.0 0.0 -0.789
C -9.933526 4.946380 7.099346 -0.1 0.1 -0.1 -0.414
C -11.423872 5.250266 6.979295 0.1 0.0 0.1 -1.186
H -7.871242 2.387927 7.515607 0.0 0.0 0.0 0.332
H -8.396250 0.781061 8.002617 0.1 0.0 0.0 0.363
H -7.891720 1.068557 6.334575 0.0 0.0 0.0 0.120
H -10.384985 2.231116 7.692924 0.0 0.0 0.0 0.374
H -10.377093 0.912530 6.545716 0.0 0.0 0.0 0.347
H -11.031157 2.924333 5.382774 0.0 0.0 0.0 0.369
H -9.490519 2.375393 4.770126 0.0 0.0 0.0 -0.001
H -9.518338 4.806005 4.995684 0.0 0.0 0.0 0.396
H -8.283812 4.104281 6.012194 0.0 0.0 0.0 0.316
H -9.390629 5.889047 7.205098 0.0 0.0 0.0 0.364
H -9.747065 4.382957 8.017471 0.0 0.0 0.0 0.234
H -11.628010 5.851594 6.091034 0.0 0.0 0.0 0.294
H -11.771950 5.809927 7.847984 0.0 0.0 0.0 0.381
H -12.019911 4.338611 6.917850 0.0 0.0 0.0 0.286
C 7.799828 -3.619615 -3.383024 0.0 -0.2 0.0 -1.291
C 9.055332 -3.457415 -2.537722 -0.1 0.0 0.0 -0.246
C 9.748812 -2.117217 -2.747493 0.2 0.1 0.1 0.597
C 10.275506 -1.864812 -4.160617 -0.1 0.0 -0.1 -1.024
C 11.267083 -2.909135 -4.670608 0.1 0.1 0.0 -0.493
C 12.544249 -2.987069 -3.838563 0.0 -0.1 -0.1 -1.112
H 8.017228 -3.594545 -4.451640 0.0 0.0 0.0 0.390
H 7.321283 -4.577160 -3.169972 -0.1 0.0 0.0 0.392
H 7.081358 -2.826190 -3.160946 0.0 0.0 -0.1 0.154
H 9.744311 -4.282311 -2.737532 0.0 0.0 0.0 0.470
H 8.778252 -3.539700 -1.481950 0.0 0.0 0.0 0.233
H 10.575615 -2.033371 -2.035060 0.0 0.0 0.0 -0.297
H 9.048181 -1.314842 -2.490974 0.0 0.0 0.0 -0.084
H 10.753951 -0.880608 -4.180887 0.0 0.0 0.0 0.403
H 9.435826 -1.801531 -4.858946 0.0 0.0 0.0 0.389
H 11.533480 -2.657615 -5.700319 0.0 0.0 0.0 0.379
H 10.794615 -3.894465 -4.710202 0.0 0.0 0.0 0.248
H 13.056858 -2.022936 -3.822003 0.0 0.0 0.0 0.278
H 13.231333 -3.723006 -4.258189 0.0 0.0 0.0 0.434
H 12.339567 -3.281545 -2.807737 0.0 0.0 0.0 0.213
C -4.051930 -0.595235 -5.194028 -0.1 0.0 0.1 -0.437
C -4.677086 -1.982887 -5.309586 0.1 0.0 0.1 -0.182
C -3.947980 -2.896157 -6.293221 0.0 -0.1 0.0 -0.952
C -3.941847 -2.407132 -7.742380 0.0 0.1 0.0 -0.750
C -5.324600 -2.175219 -8.350194 0.0 -0.1 0.0 -0.374
C -6.174661 -3.440293 -8.424062 -0.1 0.1 0.0 -1.196
H -4.083786 -0.055810 -6.140941 0.0 0.0 0.0 0.322
H -4.589634 0.007309 -4.458577 0.0 0.0 0.0 -0.413
H -3.009001 -0.663027 -4.874476 0.0 0.0 -0.1 0.302
H -5.730178 -1.888189 -5.588819 0.0 0.0 0.0 0.269
H -4.664607 -2.458416 -4.323262 0.0 0.0 0.0 0.320
H -4.394387 -3.892734 -6.245397 0.0 0.0 0.0 0.347
H -2.911095 -3.017506 -5.963601 0.0 0.0 0.0 0.393
H -3.404777 -3.140210 -8.350992 0.0 0.0 0.0 0.419
H -3.363933 -1.481073 -7.813839 0.0 0.0 0.0 0.300
H -5.194029 -1.780794 -9.360621 0.0 0.0 0.0 0.369
H -5.862219 -1.404615 -7.789721 0.0 0.0 0.0 0.261
H -5.676666 -4.208856 -9.017865 0.0 0.0 0.0 0.301
H -7.136869 -3.228965 -8.891836 0.0 0.0 0.0 0.376
H -6.376200 -3.852569 -7.433900 0.0 0.0 0.0 0.281
C 10.450392 -2.528477 1.667095 0.0 -0.2 0.0 -0.656
C 11.704786 -2.368484 2.518852 -0.1 0.1 0.0 -0.549
C 12.408246 -1.029263 2.305317 0.1 0.0 0.0 -0.778
C 12.921787 -0.793273 0.883165 -0.1 0.0 0.0 -0.642
C 13.892681 -1.852004 0.362318 0.1 0.1 0.0 -0.074
C 15.181689 -1.944448 1.173345 0.0 -0.1 -0.1 -1.381
H 10.680800 -2.502052 0.600241 0.0 0.0 0.0 -0.128
H 9.974421 -3.488534 1.875679 -0.1 0.0 0.0 0.425
H 9.725585 -1.739093 1.880631 0.0 0.0 0.0 0.286
H 12.391126 -3.195398 2.318730 0.0 0.0 0.0 0.291
H 11.429071 -2.450658 3.573472 0.0 0.0 0.0 0.375
H 13.237861 -0.949189 3.013081 0.0 0.0 0.0 0.324
H 11.717620 -0.219514 2.562287 0.0 0.0 0.0 0.384
H 13.412070 0.184775 0.850635 0.0 0.0 0.0 0.401
H 12.073284 -0.723999 0.195338 0.0 0.0 0.0 0.173
H 14.146068 -1.607440 -0.672791 0.0 0.0 0.0 0.298
H 13.406753 -2.831531 0.333684 0.0 0.0 0.0 0.230
H 15.707254 -0.987421 1.178312 0.0 0.0 0.0 0.307
H 15.851847 -2.690908 0.744902 0.0 0.0 0.0 0.398
H 14.989609 -2.232938 2.207812 0.0 0.0 0.0 0.310
```
Forces are in eV/Å.

2S+1 = 1
Total charge = +1
DFT total energy = -58732.3831 eV